Record 1
Formula: C2H10N2O
Source: the OMol25 dataset
Level of theory: ωB97M-V/def2-TZVPD

Last column: Löwdin charge in e.
Positions of all 15 atoms, in Å:
N  -1.955  -0.877  -1.160  -0.01
C  -1.104  0.029  -0.394  -0.31
C  0.371  -0.119  -0.772  -0.27
N  1.166  1.088  -0.436  -0.02
H  -1.528  -1.798  -1.136  0.06
H  -2.870  -0.973  -0.738  0.06
H  -1.432  1.056  -0.539  0.10
H  -1.159  -0.096  0.697  0.11
H  0.500  -0.374  -1.818  0.11
H  0.753  -0.939  -0.171  0.09
H  0.623  1.698  0.163  0.06
H  1.366  1.605  -1.282  0.07
H  1.466  0.315  1.556  -0.01
H  1.714  0.348  3.070  0.03
O  1.351  -0.203  2.370  -0.07

As for the structure (SMILES): NCCN.O. For the calculated total energy, the calculation gives -266.932912 Eh. As for the energy above the lowest of the compared OMol25 structures with the same formula, charge and spin: 7.12 kcal per mole.



Record 2
Formula: C2H10N2O
Source: the OMol25 dataset
Level of theory: ωB97M-V/def2-TZVPD

Last column: Löwdin spin population.
Positions of all 15 atoms, in Å:
C  -0.793  0.018  -0.797  0.01
C  0.739  0.029  -0.843  0.11
N  1.291  1.344  -0.997  0.58
N  -1.036  -1.298  0.408  0.19
H  -1.184  0.029  -1.812  0.00
H  -1.136  0.817  -0.121  0.00
H  1.073  -0.658  -1.632  0.04
H  1.079  -0.392  0.121  0.04
H  0.664  2.138  -0.867  0.02
H  2.154  1.488  -0.477  0.01
H  -1.632  -0.850  -0.397  0.00
H  -0.641  -2.086  -0.121  0.00
H  -0.249  -0.240  3.281  0.00
H  -0.235  -0.542  1.816  0.00
O  -0.093  0.202  2.437  0.00

As for the charge: +1. Its spin multiplicity is 2. For the calculated total energy, the calculation gives -266.475871 Eh. As for the energy above the lowest of the compared OMol25 structures with the same formula, charge and spin: 93.38 kcal per mole.



Record 3
Formula: C2H10N2O2
Source: the OMol25 dataset
Level of theory: ωB97M-V/def2-TZVPD

Last column: Löwdin charge in e.
Positions of all 16 atoms, in Å:
C  -1.566  -0.788  -0.324  -0.19
C  -0.890  0.474  -0.261  -0.24
N  -0.801  1.191  -1.455  -0.04
N  -0.924  -1.924  0.204  0.04
H  -2.495  -0.860  -0.615  0.03
H  -0.289  0.546  0.622  0.06
H  0.111  1.832  -1.601  0.14
H  -1.676  1.354  -2.008  0.09
H  0.041  -1.888  0.486  0.04
H  -1.440  -2.325  0.956  0.06
H  1.147  -0.922  -0.777  0.09
H  2.384  -0.855  0.222  -0.01
O  1.895  -1.455  -0.279  -0.08
H  0.663  2.241  2.289  0.07
H  2.077  2.642  1.976  0.01
O  1.392  2.111  1.618  -0.07

As for the structure (SMILES): N/C=C/N.O.O. For the calculated total energy, the calculation gives -342.074376 Eh. As for the energy above the lowest of the compared OMol25 structures with the same formula, charge and spin: 74.98 kcal per mole.



Record 4
Formula: C2H10N2O2
Source: the OMol25 dataset
Level of theory: ωB97M-V/def2-TZVPD

Last column: Löwdin charge in e.
Positions of all 16 atoms, in Å:
C  1.482  -1.366  0.249  -0.14
N  0.405  -0.578  -0.257  -0.12
C  0.630  0.840  0.188  -0.40
N  0.409  1.129  1.421  0.14
H  1.764  -2.265  -0.410  0.10
H  2.500  -0.823  0.133  0.11
H  1.326  -1.687  1.260  0.07
H  -0.460  -0.815  0.123  0.06
H  1.431  1.240  -0.538  0.12
H  -0.924  1.851  -0.184  0.36
H  -0.181  -0.326  -2.070  -0.03
H  -1.351  0.293  -2.841  0.04
O  -0.439  -0.028  -2.951  -0.08
H  -1.055  0.634  1.627  -0.08
H  -2.367  0.440  2.475  0.03
O  -1.943  0.122  1.657  -0.17

For the calculated total energy, the calculation gives -341.922917 Eh. As for the energy above the lowest of the compared OMol25 structures with the same formula, charge and spin: 170.02 kcal per mole.



Record 5
Formula: C2H10N2O2
Source: the OMol25 dataset
Level of theory: ωB97M-V/def2-TZVPD

Last column: Löwdin charge in e.
Positions of all 16 atoms, in Å:
C  -1.321  -1.761  0.900  -0.11
N  -0.479  -1.954  -0.267  -0.06
C  -0.343  -0.924  -1.179  -0.35
N  0.174  -0.958  -2.356  0.04
H  -1.841  -2.697  1.078  0.08
H  -0.738  -1.728  1.850  0.08
H  -1.876  -0.838  0.881  0.07
H  -0.465  -2.812  -0.798  0.13
H  -0.988  -0.097  -0.821  0.10
H  -0.567  -0.480  -2.879  0.04
H  1.870  1.138  1.750  0.03
H  0.796  0.477  2.636  0.00
O  1.639  0.908  2.654  -0.04
H  0.346  4.378  -0.002  0.03
H  -0.423  3.055  -0.185  0.01
O  0.301  3.572  -0.513  -0.05

As for the structure (SMILES): [H]/N=C/NC.O.O. For the calculated total energy, the calculation gives -342.127562 Eh. As for the energy above the lowest of the compared OMol25 structures with the same formula, charge and spin: 41.61 kcal per mole.



Record 6
Formula: C2H10N2O2
Source: the OMol25 dataset
Level of theory: ωB97M-V/def2-TZVPD

Last column: Löwdin charge in e.
Positions of all 16 atoms, in Å:
C  -1.146  1.115  0.014  -0.24
C  0.070  1.566  0.482  -0.23
N  1.219  1.540  -0.301  0.05
N  -1.784  -0.147  0.216  0.01
H  -1.627  1.822  -0.663  0.09
H  0.317  1.506  1.553  0.09
H  1.225  0.851  -1.035  0.07
H  2.046  1.449  0.261  0.08
H  -2.420  -0.205  1.009  0.07
H  -2.277  -0.343  -0.641  0.07
H  0.362  -1.692  -0.855  -0.01
H  0.716  -2.260  -2.225  0.03
O  0.397  -1.469  -1.796  -0.07
H  0.289  -0.985  1.164  0.01
H  1.528  -1.221  1.811  0.05
O  1.085  -1.526  1.006  -0.07

As for the structure (SMILES): N/C=C/N.O.O. For the calculated total energy, the calculation gives -342.075507 Eh. As for the energy above the lowest of the compared OMol25 structures with the same formula, charge and spin: 74.27 kcal per mole.



Record 7
Formula: C2H10N2O2
Source: the OMol25 dataset
Level of theory: ωB97M-V/def2-TZVPD

Last column: Löwdin spin population.
Positions of all 16 atoms, in Å:
C  1.628  -0.009  -0.062  0.06
N  0.205  -0.278  -0.085  0.44
C  -0.435  -0.681  1.028  0.00
N  -1.601  -1.196  0.860  0.44
H  1.852  0.817  -0.736  0.02
H  1.910  0.350  0.922  0.00
H  2.151  -0.884  -0.449  0.03
H  -0.182  -0.690  -0.959  0.01
H  0.061  -0.571  1.986  0.00
H  -2.132  -1.445  1.692  0.01
H  0.065  2.420  0.786  0.00
H  0.734  3.835  0.458  0.00
O  0.700  3.084  1.046  0.00
H  -1.527  -2.341  -2.196  0.00
H  -2.023  -0.991  -1.841  0.00
O  -1.407  -1.418  -2.450  0.00

As for the charge: +1. Its spin multiplicity is 2. For the calculated total energy, the calculation gives -341.855235 Eh. As for the energy above the lowest of the compared OMol25 structures with the same formula, charge and spin: 8.94 kcal per mole.



Record 8
Formula: C2H10N2O2P
Source: the OMol25 dataset
Level of theory: ωB97M-V/def2-TZVPD

Last column: Löwdin charge in e.
Positions of all 17 atoms, in Å:
C  1.855  1.121  1.182  -0.13
C  -1.933  -1.554  0.023  -0.09
N  0.472  0.736  0.972  -0.17
N  -1.672  -0.103  -0.349  -0.14
O  0.157  1.568  -1.483  -0.09
O  1.016  -0.962  -1.419  -0.20
P  -0.070  0.377  -0.509  0.77
H  2.472  1.173  0.217  0.11
H  1.790  2.266  1.468  0.13
H  2.349  0.570  2.048  0.11
H  -1.920  -1.547  1.123  0.08
H  -2.926  -1.957  -0.431  0.13
H  -1.169  -2.280  -0.238  0.06
H  -0.065  0.251  1.697  0.13
H  -2.281  0.241  -1.040  0.08
H  0.424  1.593  -2.467  0.19
H  1.500  -1.493  -0.793  0.02

As for the charge: +1. As for the structure (SMILES): CNP(O)(O)=[NH+]C. For the calculated total energy, the calculation gives -683.314593 Eh. As for the energy above the lowest of the compared OMol25 structures with the same formula, charge and spin: 43.75 kcal per mole.



Record 9
Formula: C2H10N2O3
Source: the OMol25 dataset
Level of theory: ωB97M-V/def2-TZVPD

Last column: Löwdin charge in e.
Positions of all 17 atoms, in Å:
N  1.060  -0.206  1.677  -0.03
C  -0.191  0.593  1.564  -0.22
C  -0.480  1.109  0.158  -0.45
N  0.572  1.588  -0.616  0.17
O  -1.692  0.997  -0.270  -0.05
H  0.897  -0.984  2.339  0.07
H  1.431  -0.662  0.803  0.07
H  -1.070  0.061  2.020  0.12
H  -0.006  1.467  2.254  0.12
H  1.582  1.733  -0.258  0.16
H  0.210  2.046  -1.353  0.05
H  2.711  -1.713  -2.045  0.01
H  1.143  -2.058  -2.079  0.07
O  1.847  -1.347  -2.185  -0.08
H  -2.119  -0.967  -0.186  0.06
H  -1.875  -2.515  -0.243  0.05
O  -1.444  -1.687  0.079  -0.12

As for the structure (SMILES): NCC(N)=O.O.O. For the calculated total energy, the calculation gives -417.415115 Eh. As for the energy above the lowest of the compared OMol25 structures with the same formula, charge and spin: 36.66 kcal per mole.



Record 10
Formula: C2H10N2O3
Source: the OMol25 dataset
Level of theory: ωB97M-V/def2-TZVPD

Last column: Löwdin charge in e.
Positions of all 17 atoms, in Å:
O  0.087  -0.356  -3.145  -0.03
C  -0.590  0.187  -2.260  -0.32
N  -0.480  -0.148  -0.927  0.00
C  0.280  -1.292  -0.459  -0.21
N  1.477  -0.963  0.464  0.00
H  -1.345  0.891  -2.591  0.12
H  -1.291  0.212  -0.354  0.09
H  0.672  -1.701  -1.363  0.09
H  -0.407  -1.982  0.046  0.12
H  1.928  -1.753  0.979  0.09
H  2.146  -0.637  -0.191  0.05
H  -0.947  1.071  1.572  0.00
H  -2.320  0.899  1.441  0.06
O  -1.619  1.287  0.902  -0.08
H  0.736  2.227  1.922  0.10
H  1.098  0.755  1.695  -0.01
O  0.575  1.303  2.271  -0.07

As for the structure (SMILES): NCNC=O.O.O. For the calculated total energy, the calculation gives -417.423246 Eh. As for the energy above the lowest of the compared OMol25 structures with the same formula, charge and spin: 31.55 kcal per mole.